(1)
{"formula": "C16H16N4O5Sm", "method": "ωB97M-V/def2-TZVPD", "multiplicity": 6, "de_lowest_ev": 0.3941, "e_tot_ev": -50949.329, "charge": 1, "species": ["Sm", "O", "C", "C", "C", "C", "C", "C", "C", "O", "N", "N", "C", "C", "C", "C", "C", "C", "C", "O", "H", "H", "H", "H", "H", "H", "H", "H", "H", "H", "C", "O", "C", "O", "N", "N", "H", "H", "H", "H", "H", "H"], "xyz": [[-0.658, 1.084, -0.813], [-0.918, 0.238, 3.624], [0.373, 0.164, 4.053], [0.473, -0.052, 5.420], [1.711, -0.122, 6.020], [2.824, -0.122, 5.185], [2.717, 0.003, 3.802], [1.480, 0.186, 3.176], [1.246, 0.367, 1.661], [0.215, 1.120, 1.345], [2.015, -0.186, 0.745], [1.525, 0.018, -0.553], [2.419, -0.323, -1.442], [2.238, -0.201, -2.854], [3.228, -0.842, -3.599], [3.115, -0.849, -4.985], [2.085, -0.167, -5.628], [1.115, 0.523, -4.915], [1.148, 0.479, -3.523], [0.142, 1.054, -2.845], [-0.868, 0.585, 2.698], [-0.448, -0.166, 5.931], [1.829, -0.243, 7.071], [3.807, -0.257, 5.629], [3.614, -0.025, 3.217], [3.368, -0.741, -1.066], [4.043, -1.391, -3.108], [3.854, -1.371, -5.576], [1.981, -0.244, -6.691], [0.289, 1.000, -5.387], [-4.749, -2.169, -0.596], [-4.968, -0.717, -0.548], [-3.932, 0.071, -0.546], [-2.740, -0.269, -0.540], [-4.274, 1.363, -0.563], [-3.256, 2.297, -0.555], [-5.746, -2.597, -0.615], [-4.206, -2.464, 0.282], [-4.211, -2.397, -1.503], [-5.245, 1.610, -0.393], [-3.232, 2.814, 0.317], [-3.401, 2.938, -1.331]], "forces_ev_per_angstrom": [[0.77, -0.69, 0.00], [-0.06, 0.53, -1.41], [-0.36, -0.34, -0.39], [0.76, 0.28, -0.33], [0.06, -0.28, -1.16], [0.55, 0.01, -0.06], [-0.16, 0.08, 0.23], [-0.40, 0.03, -0.47], [1.41, -0.66, 0.41], [-1.26, 0.12, -1.29], [-0.94, 0.24, 1.83], [0.73, 0.07, -0.25], [-1.00, 0.40, 0.87], [-0.48, 0.28, -0.44], [-0.20, -0.09, -1.13], [0.44, 0.01, 0.09], [-0.16, -0.17, 0.47], [0.71, -0.78, 0.74], [0.55, -0.30, 0.35], [-0.22, -0.11, 1.58], [-0.12, -0.29, 0.88], [-0.61, 0.10, 0.61], [-0.02, -0.08, 0.59], [-0.12, 0.11, -0.17], [0.28, 0.00, -0.32], [-0.50, 0.24, -0.15], [-0.42, 0.39, -0.18], [-0.01, -0.05, -0.04], [0.16, 0.12, -0.42], [-0.40, 0.34, -0.33], [-0.23, 0.67, -0.16], [0.00, -0.34, 0.03], [0.56, -0.58, 0.02], [0.40, -0.22, -0.22], [-0.84, 0.22, 0.20], [0.60, 0.63, -0.31], [0.05, 0.05, 0.03], [0.23, -0.20, 0.31], [0.15, -0.16, -0.14], [0.30, 0.14, -0.12], [-0.21, 0.14, 0.08], [0.01, 0.12, 0.19]]}

***

(2)
{"formula": "C5H10NO3", "method": "ωB97M-V/def2-TZVPD", "multiplicity": 1, "de_lowest_ev": 2.8003, "e_tot_ev": -12979.805, "charge": -1, "species": ["O", "C", "O", "C", "C", "C", "C", "N", "H", "H", "H", "H", "H", "H", "H", "H", "H", "H", "O"], "xyz": [[2.022, -1.617, -0.898], [1.654, -0.950, 0.061], [2.414, -0.640, 1.035], [0.277, -0.240, -0.078], [-0.590, -0.231, 1.106], [-1.557, 0.918, 1.294], [-1.780, 1.879, 2.208], [-0.392, -0.814, -1.269], [0.643, 0.749, -0.349], [0.136, -0.136, 1.947], [-1.108, -1.217, 1.410], [-2.104, 0.765, 0.418], [-1.261, 2.101, 3.074], [-2.524, 2.711, 1.903], [-0.954, -1.565, -1.160], [0.374, -1.203, -1.769], [-2.092, 0.871, -2.820], [-0.846, 0.631, -2.202], [-1.379, 1.473, -2.526]], "forces_ev_per_angstrom": [[-0.15, -1.28, -1.68], [2.22, 1.06, 2.29], [-1.70, -0.01, -0.30], [-0.04, -1.36, -1.66], [0.75, -0.30, 5.26], [0.61, -0.59, 0.30], [-1.95, 0.62, -3.47], [1.50, 3.83, -1.02], [-0.52, 0.45, 0.11], [-0.11, -0.22, -0.32], [0.58, 1.20, -1.16], [-1.92, 1.34, -1.29], [1.28, -0.10, 1.59], [0.98, -1.61, 0.65], [-2.42, -2.72, 1.40], [1.13, -0.38, -0.77], [-0.14, 1.05, -0.12], [-0.41, 1.65, 0.12], [0.32, -2.65, 0.08]]}

***

(3)
{"formula": "C5H11N2O", "method": "ωB97M-V/def2-TZVPD", "multiplicity": 1, "de_lowest_ev": 5.8680, "e_tot_ev": -10384.670, "charge": -1, "species": ["C", "O", "C", "C", "C", "N", "C", "N", "H", "H", "H", "H", "H", "H", "H", "H", "H", "H", "H"], "xyz": [[1.882, -0.031, -1.834], [2.233, -0.533, -3.000], [0.977, -1.038, -1.008], [0.362, -0.482, 0.219], [-0.444, -1.214, 1.315], [-1.929, 0.322, -0.224], [-2.191, 0.039, 0.972], [-1.409, -0.412, 2.008], [1.230, 0.887, -1.922], [2.689, 0.330, -1.101], [0.327, -1.233, -1.870], [1.546, -1.927, -0.727], [-0.649, 0.106, -0.257], [1.090, 0.107, 0.792], [-0.844, -2.131, 0.808], [0.271, -1.670, 2.014], [-1.183, 4.337, 1.558], [-0.700, 4.774, 1.230], [-3.258, -0.232, 1.026]], "forces_ev_per_angstrom": [[-0.06, 0.46, 0.85], [0.41, -0.14, 0.08], [-0.04, 0.41, -1.31], [-0.03, -0.93, 2.16], [1.69, -1.54, -1.38], [1.52, 0.08, -1.22], [0.65, -1.53, 1.98], [-1.49, 0.07, -1.40], [-0.07, 0.07, 0.17], [0.02, -0.31, -0.40], [-0.51, -0.78, 0.74], [0.08, -0.21, -0.14], [-1.01, 1.29, -0.50], [-0.56, 1.13, -0.62], [-0.49, 0.43, 0.37], [0.16, 0.51, 0.12], [-0.32, -0.31, 0.22], [0.32, 0.30, -0.22], [-0.28, 0.99, 0.48]]}

***

What did the third record say?
{"formula": "C5H11N2O", "method": "ωB97M-V/def2-TZVPD", "multiplicity": 1, "de_lowest_ev": 5.8680, "e_tot_ev": -10384.670, "charge": -1, "species": ["C", "O", "C", "C", "C", "N", "C", "N", "H", "H", "H", "H", "H", "H", "H", "H", "H", "H", "H"], "xyz": [[1.882, -0.031, -1.834], [2.233, -0.533, -3.000], [0.977, -1.038, -1.008], [0.362, -0.482, 0.219], [-0.444, -1.214, 1.315], [-1.929, 0.322, -0.224], [-2.191, 0.039, 0.972], [-1.409, -0.412, 2.008], [1.230, 0.887, -1.922], [2.689, 0.330, -1.101], [0.327, -1.233, -1.870], [1.546, -1.927, -0.727], [-0.649, 0.106, -0.257], [1.090, 0.107, 0.792], [-0.844, -2.131, 0.808], [0.271, -1.670, 2.014], [-1.183, 4.337, 1.558], [-0.700, 4.774, 1.230], [-3.258, -0.232, 1.026]], "forces_ev_per_angstrom": [[-0.06, 0.46, 0.85], [0.41, -0.14, 0.08], [-0.04, 0.41, -1.31], [-0.03, -0.93, 2.16], [1.69, -1.54, -1.38], [1.52, 0.08, -1.22], [0.65, -1.53, 1.98], [-1.49, 0.07, -1.40], [-0.07, 0.07, 0.17], [0.02, -0.31, -0.40], [-0.51, -0.78, 0.74], [0.08, -0.21, -0.14], [-1.01, 1.29, -0.50], [-0.56, 1.13, -0.62], [-0.49, 0.43, 0.37], [0.16, 0.51, 0.12], [-0.32, -0.31, 0.22], [0.32, 0.30, -0.22], [-0.28, 0.99, 0.48]]}

***

Please write out number 3 again, unchanged.
{"formula": "C5H11N2O", "method": "ωB97M-V/def2-TZVPD", "multiplicity": 1, "de_lowest_ev": 5.8680, "e_tot_ev": -10384.670, "charge": -1, "species": ["C", "O", "C", "C", "C", "N", "C", "N", "H", "H", "H", "H", "H", "H", "H", "H", "H", "H", "H"], "xyz": [[1.882, -0.031, -1.834], [2.233, -0.533, -3.000], [0.977, -1.038, -1.008], [0.362, -0.482, 0.219], [-0.444, -1.214, 1.315], [-1.929, 0.322, -0.224], [-2.191, 0.039, 0.972], [-1.409, -0.412, 2.008], [1.230, 0.887, -1.922], [2.689, 0.330, -1.101], [0.327, -1.233, -1.870], [1.546, -1.927, -0.727], [-0.649, 0.106, -0.257], [1.090, 0.107, 0.792], [-0.844, -2.131, 0.808], [0.271, -1.670, 2.014], [-1.183, 4.337, 1.558], [-0.700, 4.774, 1.230], [-3.258, -0.232, 1.026]], "forces_ev_per_angstrom": [[-0.06, 0.46, 0.85], [0.41, -0.14, 0.08], [-0.04, 0.41, -1.31], [-0.03, -0.93, 2.16], [1.69, -1.54, -1.38], [1.52, 0.08, -1.22], [0.65, -1.53, 1.98], [-1.49, 0.07, -1.40], [-0.07, 0.07, 0.17], [0.02, -0.31, -0.40], [-0.51, -0.78, 0.74], [0.08, -0.21, -0.14], [-1.01, 1.29, -0.50], [-0.56, 1.13, -0.62], [-0.49, 0.43, 0.37], [0.16, 0.51, 0.12], [-0.32, -0.31, 0.22], [0.32, 0.30, -0.22], [-0.28, 0.99, 0.48]]}